A 22-piece molecular cluster, C28H36BCl63O5P overall in a non-equilibrium geometry, computed with the ωB97M-V functional and the def2-TZVPD basis.

Structure (ORCA input):
```
! wB97M-V def2-TZVPD RIJCOSX def2/J DEFGRID3
* xyz -1 1
C -0.69197 -2.41976 -1.71641
C -1.17944 -1.09072 -2.31343
O -0.14221 -0.58404 -3.17628
P 0.41642 0.89488 -2.91769
O -0.42157 1.78097 -2.09606
C 2.07774 0.69408 -2.18807
C 3.14069 1.72795 -2.66545
B 3.95227 2.37657 -1.48214
C 3.33737 2.84501 -0.12325
O 3.63470 2.23189 0.94137
O 2.61448 3.85109 -0.21363
O 0.54183 1.56512 -4.38787
C 1.37730 0.86040 -5.31345
C 0.63221 -0.23860 -6.11289
H -0.06236 -2.18266 -0.85912
H -1.56285 -3.00258 -1.40446
H -0.11624 -2.91577 -2.49695
H -1.42807 -0.43959 -1.47732
H -2.06457 -1.31702 -2.92218
H 1.93841 0.80769 -1.10971
H 2.46018 -0.31323 -2.36581
H 3.84666 1.20035 -3.31766
H 2.70289 2.51519 -3.28809
H 5.11938 2.57386 -1.62128
H 2.26591 0.42768 -4.84961
H 1.74044 1.60577 -6.02267
H -0.42191 -0.22306 -5.84539
H 0.79680 -0.09544 -7.17974
H 1.04731 -1.21090 -5.84389
C -5.42517 -0.59904 -1.76966
Cl -4.62267 -1.55196 -3.02491
Cl -7.06661 -1.22469 -1.51128
Cl -4.51224 -0.62279 -0.26867
H -5.49456 0.42676 -2.11521
C -7.74984 -3.48198 -4.81205
Cl -6.17843 -3.60541 -5.60220
Cl -8.85277 -2.49883 -5.77792
Cl -8.43011 -5.08432 -4.51453
H -7.60591 -2.99115 -3.85636
C 0.92352 -1.78468 2.31638
Cl 2.54170 -1.83424 1.62210
Cl -0.18972 -0.92698 1.25676
Cl 0.32685 -3.42046 2.63939
H 0.97404 -1.25328 3.25222
C 8.26069 2.22430 0.14087
Cl 8.54737 1.67806 -1.52070
Cl 6.55037 2.17285 0.50549
Cl 9.20743 1.25215 1.28751
H 8.59657 3.24975 0.21892
C -0.10887 -1.69547 6.27703
Cl 1.53061 -1.76705 5.60881
Cl -1.16371 -0.76915 5.20995
Cl -0.76186 -3.30856 6.55114
H -0.05438 -1.18575 7.22803
C 7.83855 2.13536 -5.43048
Cl 8.80091 0.91327 -4.58326
Cl 6.58214 1.36242 -6.40540
Cl 7.12835 3.29151 -4.31351
H 8.49984 2.66835 -6.09917
C -4.68661 2.80276 1.63322
Cl -3.87415 1.57855 2.60945
Cl -5.92093 2.08905 0.60333
Cl -5.38748 4.03022 2.68545
H -3.95124 3.28457 1.00115
C -0.93281 4.57297 -0.21173
Cl -2.39298 4.96044 -1.14539
Cl -0.16899 6.04879 0.35769
Cl -1.35323 3.53184 1.13901
H -0.24696 4.02883 -0.85202
C -11.94196 -0.72139 -7.87005
Cl -10.18706 -0.53804 -7.90505
Cl -12.41047 -2.09361 -6.86548
Cl -12.71429 0.76037 -7.30488
H -12.27952 -0.91308 -8.87968
C -3.78373 -1.47561 9.21730
Cl -4.84561 -0.69167 8.05040
Cl -3.99925 -3.22642 9.18713
Cl -2.09849 -1.04961 8.91057
H -4.04395 -1.12021 10.20516
C 1.57576 -6.73077 5.07132
Cl 2.27296 -7.73266 6.34805
Cl -0.14296 -7.07383 4.85369
Cl 1.81503 -5.02098 5.41425
H 2.08405 -6.96349 4.14447
C -1.27304 5.07178 4.35736
Cl -2.78737 5.71638 3.71942
Cl -0.21757 6.36994 4.92116
Cl -1.59491 3.91632 5.65529
H -0.76577 4.54911 3.55502
C -1.25456 10.67201 4.03084
Cl -2.27649 11.65640 2.97404
Cl -1.72349 8.97764 3.97184
Cl 0.44811 10.86705 3.60440
H -1.38759 11.02528 5.04454
C -5.87760 -0.19901 -6.85177
Cl -6.14523 1.11786 -7.99722
Cl -4.15180 -0.54852 -6.69541
Cl -6.59730 0.18530 -5.28887
H -6.36800 -1.08529 -7.23527
C -9.69582 2.59316 -1.22410
Cl -8.40972 1.53202 -1.80732
Cl -9.03500 4.05549 -0.49663
Cl -10.81515 2.99363 -2.53165
H -10.24735 2.05729 -0.46332
C 5.60862 -7.08823 9.03139
Cl 7.24271 -7.13749 8.36940
Cl 4.53273 -6.17010 7.98608
Cl 4.99001 -8.72564 9.28192
H 5.65186 -6.59445 9.99349
C 6.17258 6.33531 0.73971
Cl 5.62594 5.55706 -0.73097
Cl 7.69521 5.62921 1.31038
Cl 6.36424 8.08029 0.50106
H 5.42173 6.17876 1.50375
C -2.13941 -8.04365 1.34041
Cl -3.66927 -7.56378 0.60166
Cl -1.28059 -6.64620 1.97794
Cl -2.40964 -9.24543 2.60837
H -1.52510 -8.49769 0.57447
C 10.51912 5.17635 -6.50178
Cl 10.37375 4.44845 -4.90416
Cl 10.35141 3.95129 -7.76730
Cl 9.32921 6.45902 -6.71746
H 11.50545 5.61192 -6.58821
C -2.35306 -4.89367 -4.42105
Cl -2.62175 -3.56494 -5.55798
Cl -0.62772 -5.23056 -4.26771
Cl -3.07706 -4.51191 -2.86091
H -2.83524 -5.78284 -4.80465
C 9.52199 -7.00756 11.80036
Cl 10.26673 -7.99011 13.06262
Cl 7.81356 -7.40574 11.62457
Cl 9.73424 -5.28957 12.13545
H 10.01532 -7.23176 10.86351
*
```

Values from the calculation:
Relative energy (zero: lowest compared OMol25 entry of this formula, charge and spin) (eV): 0.0000
Maximum force (eV Å⁻¹): 1.6

C28H36BaN4O2P2 as an isolated structure in a non-equilibrium geometry, computed with the ωB97M-V functional and the def2-TZVPD basis.

Structure (ORCA input):
```
! wB97M-V def2-TZVPD RIJCOSX def2/J DEFGRID3
* xyz 0 1
Ba -0.38988 -2.87524 2.71175
C -0.83125 2.92923 4.93132
C -1.36087 2.01886 4.09254
C -0.86463 1.70055 2.72045
C 0.38850 0.81118 2.68656
C 1.75930 1.38161 2.99665
C 2.02796 2.43744 3.73038
C 1.20710 3.69967 3.61043
C 0.25633 3.93477 4.75731
C 1.76678 -2.24275 4.81270
H -1.29283 3.03396 5.89651
H -2.33666 1.57790 4.32335
H -0.79505 2.59836 2.09486
H -1.69545 1.08139 2.31267
H 0.18265 -0.02332 3.39299
H 0.44814 0.44728 1.63624
H 2.56783 0.77268 2.59377
H 2.94735 2.57624 4.36160
H 0.74318 3.75251 2.61353
H 1.89114 4.56586 3.63210
H 0.80732 3.83246 5.69479
H -0.09410 4.98067 4.66446
H 1.20154 -2.54405 5.71768
H 2.69172 -1.68125 5.04928
H 1.99517 -3.11905 4.16406
P 1.33238 -1.31241 -1.66071
P -2.00434 -0.83518 -1.46204
N 2.62940 -0.15030 -1.88064
N 2.11417 -2.50436 -2.82431
N -2.12290 0.92687 -1.72354
N -3.55742 -1.15994 -2.25662
C 0.39477 -0.49338 -2.99159
C -1.03985 -1.01419 -3.02002
C 3.47067 0.19439 -0.82477
C 4.48724 1.00591 -1.31656
C 4.26599 1.16198 -2.72307
C 3.11264 0.45862 -3.04083
C 2.41601 -3.79551 -2.39305
C 2.84703 -4.54807 -3.47967
C 2.79321 -3.69800 -4.63471
C 2.35878 -2.45729 -4.18930
C -1.84056 1.70193 -0.59950
C -1.74169 3.03418 -0.98257
C -1.95600 3.08679 -2.39915
C -2.11946 1.77622 -2.83392
C -4.36357 -0.47057 -3.16444
C -5.47931 -1.24596 -3.46457
C -5.31166 -2.49698 -2.77943
C -4.11280 -2.43696 -2.09583
H 0.80422 -0.69585 -3.98508
H 0.43257 0.59072 -2.89163
H -1.55997 -0.57043 -3.87471
H -1.01326 -2.08994 -3.18961
H 3.24793 -0.15012 0.16936
H 5.28792 1.44867 -0.74880
H 4.86174 1.71093 -3.43271
H 2.57175 0.37368 -3.97325
H 2.31182 -4.07299 -1.35564
H 3.16983 -5.57617 -3.49023
H 3.02397 -3.93271 -5.65654
H 2.21436 -1.54827 -4.76071
H -1.69610 1.22507 0.35115
H -1.50625 3.86434 -0.34141
H -1.98568 3.96725 -3.02913
H -2.19801 1.38853 -3.84450
H -4.06632 0.48664 -3.55859
H -6.31071 -0.95596 -4.08082
H -5.99529 -3.33292 -2.78964
H -3.57718 -3.18167 -1.53387
O -2.22970 -1.74251 3.80501
C -1.94648 -2.32247 4.91261
O -1.10390 -3.28808 5.09497
H -2.53128 -1.97053 5.74660
*
```

Values from the calculation:
Relative energy (zero: lowest compared OMol25 entry of this formula, charge and spin) (eV): 1.4762
Maximum force (eV Å⁻¹): 4.6

C28H36Cl5CoNO6P2S as an isolated structure in a non-equilibrium geometry, computed with the ωB97M-V functional and the def2-TZVPD basis.

Structure (ORCA input):
```
! wB97M-V def2-TZVPD RIJCOSX def2/J DEFGRID3
* xyz 1 1
Co 0.36438 1.82984 -0.44934
Cl -1.31053 2.13817 2.39857
C 0.41161 1.93201 2.45441
C 1.19067 1.83042 1.29558
C 2.55443 1.56066 1.49734
Cl 3.67184 1.28318 0.20358
C 3.09389 1.42329 2.77856
Cl 4.75500 1.03987 2.98877
C 2.28991 1.55080 3.89948
Cl 2.94965 1.35044 5.47017
C 0.94082 1.79194 3.73673
Cl -0.08628 1.88015 5.11060
S 1.65732 5.79869 -1.47601
C 3.02604 4.81786 -1.72585
C 2.76054 3.50222 -1.50753
C 1.39924 3.27677 -1.13262
C 0.71097 4.43974 -1.08426
C -0.71260 4.42826 -0.81667
C -1.58987 5.48965 -0.97635
C -2.93937 5.26632 -0.79194
C -3.37668 3.98990 -0.46572
C -2.44372 2.98834 -0.31875
N -1.13122 3.20383 -0.47875
H 3.96163 5.26283 -2.03832
H 3.49281 2.73579 -1.67918
H -1.21206 6.46759 -1.25194
H -3.64966 6.07590 -0.91903
H -4.42587 3.77091 -0.32442
H -2.73396 1.98549 -0.05046
C -2.19196 -0.82617 -3.64380
C -3.09382 -1.17999 -2.48729
C -4.09913 -2.24798 -2.82533
O -2.24365 -1.70373 -1.37839
P -1.73611 -0.73232 -0.26109
O -1.27620 0.57627 -0.81110
C -0.39571 -1.63963 0.49420
P 1.23250 -1.23969 -0.19223
O 1.27904 0.07101 -0.89322
O 1.54138 -2.45907 -1.10777
C 2.38517 -2.44173 -2.34142
C 1.59231 -1.84551 -3.48390
C 3.70956 -1.75002 -2.08812
O 2.20272 -1.26200 1.03150
C 2.34196 -2.43729 1.91493
C 3.68456 -3.07176 1.65502
C 2.16705 -1.93622 3.32744
O -2.84647 -0.50330 0.80925
C -3.48177 -1.43591 1.77352
C -2.64022 -1.51738 3.02704
C -3.78220 -2.79098 1.17282
H -2.78811 -0.38535 -4.44637
H -1.70555 -1.72502 -4.02976
H -1.42928 -0.10656 -3.34422
H -3.60239 -0.28431 -2.12713
H -3.58560 -3.17459 -3.09621
H -4.69798 -1.92257 -3.67801
H -4.77482 -2.45148 -1.99629
H -0.58213 -2.70829 0.38518
H -0.37113 -1.37046 1.55389
H 2.54479 -3.49816 -2.52104
H 1.45041 -0.77165 -3.34552
H 0.61421 -2.32436 -3.56274
H 2.13250 -2.00941 -4.41923
H 3.56107 -0.70918 -1.78714
H 4.28921 -1.75210 -3.01218
H 4.29370 -2.25749 -1.31969
H 1.55176 -3.15184 1.67651
H 4.47265 -2.32140 1.75736
H 3.73435 -3.50761 0.65620
H 3.86122 -3.86674 2.38323
H 3.00110 -1.28233 3.60640
H 2.14576 -2.78350 4.01650
H 1.23528 -1.37264 3.44120
H -4.41444 -0.93309 2.00144
H -1.79831 -2.20574 2.90327
H -3.25699 -1.89845 3.84295
H -2.26242 -0.53292 3.31646
H -2.86681 -3.33486 0.92331
H -4.38947 -2.71188 0.27607
H -4.33047 -3.38343 1.90682
*
```

Values from the calculation:
DFT total energy (a.u.): -6359.36094
Maximum force (eV Å⁻¹): 1.7

C28H36CsF6N2O4P2SSb as an isolated structure in a non-equilibrium geometry, computed with the ωB97M-V functional and the def2-TZVPD basis.

Structure (ORCA input):
```
! wB97M-V def2-TZVPD RIJCOSX def2/J DEFGRID3
* xyz -1 2
Cs 0.95576 -0.34102 1.10077
C -0.90553 2.04036 4.33384
O -0.69288 3.33470 3.74857
C -0.39267 3.41608 2.44340
C 0.53460 4.33064 2.03509
C 0.85631 4.44890 0.67247
C 0.29153 3.64613 -0.30350
C -0.68619 2.71425 0.02691
C -1.39985 1.84500 -0.88863
N -1.13790 1.49191 -2.10609
N 0.05804 1.90275 -2.64890
C 1.15310 1.42171 -2.12915
O 1.25326 0.52474 -1.23695
C 2.42913 1.97334 -2.71680
C 3.62953 1.34399 -2.41153
C 4.82754 1.83123 -2.91774
C 4.83396 2.95920 -3.72518
C 3.63596 3.59635 -4.02661
C 2.44009 3.10503 -3.52683
C -1.10366 2.59962 1.43938
O -2.00871 1.82739 1.79013
H -0.99285 2.23029 5.40047
H -0.03589 1.40480 4.15124
H -1.80228 1.56811 3.94550
H 1.02955 4.93970 2.77909
H 1.61020 5.17026 0.38358
H 0.60252 3.73686 -1.33161
H -2.31619 1.40880 -0.50643
H 3.59844 0.47600 -1.76780
H 5.75719 1.33165 -2.67479
H 5.76727 3.34633 -4.11508
H 3.63428 4.48086 -4.65244
H 1.49840 3.57870 -3.77193
C -0.52962 -3.68775 3.47501
P -1.36757 -2.38332 2.49219
C -2.04410 -1.36695 3.87198
C -2.89385 -3.31530 2.00151
C -4.04479 -2.39094 1.57771
P -3.50345 -0.91097 0.59999
C -4.90031 0.23359 0.90589
C -3.94983 -1.42554 -1.10974
H -0.24845 -4.51698 2.82274
H -1.15467 -4.07744 4.28464
H 0.38864 -3.28172 3.90252
H -2.83750 -1.88321 4.42139
H -2.42615 -0.41328 3.50433
H -1.22442 -1.14642 4.55604
H -3.21474 -3.94654 2.83817
H -2.62067 -3.98380 1.17939
H -4.52778 -2.00028 2.47838
H -4.80929 -2.94434 1.02058
H -5.86857 -0.27048 0.82584
H -4.86206 1.04197 0.17455
H -4.80626 0.68937 1.89146
H -5.03372 -1.48004 -1.25040
H -3.53405 -2.40857 -1.33161
H -3.52645 -0.71821 -1.82422
F 1.04251 -0.52565 3.66655
Sb 2.90835 -0.31137 3.99495
F 2.49067 0.27613 5.73595
F 2.74382 1.44523 3.31554
F 4.74892 -0.09085 4.28228
F 3.25722 -0.93155 2.22541
F 2.95161 -2.10444 4.56694
C -0.99011 -3.31185 -2.14695
S -0.19635 -1.79500 -1.60449
O 0.66766 -2.29621 -0.46118
C 0.87994 -1.65664 -3.02613
C 2.15462 -2.19211 -2.94306
C 2.99441 -2.08096 -4.04072
C 2.56059 -1.43133 -5.19005
C 1.28458 -0.89160 -5.24712
C 0.43121 -0.99853 -4.15673
H -0.20476 -4.04956 -2.30258
H -1.55486 -3.14429 -3.06352
H -1.65708 -3.63728 -1.35144
H 2.47176 -2.66093 -2.02209
H 3.99813 -2.48315 -3.99286
H 3.22754 -1.32446 -6.03561
H 0.95840 -0.35779 -6.13033
H -0.55122 -0.54337 -4.17358
*
```

Values from the calculation:
Relative energy (zero: lowest compared OMol25 entry of this formula, charge and spin) (eV): 1.3179
Maximum force (eV Å⁻¹): 2.1

The molecule C28H36FN5O4 in a non-equilibrium geometry, computed with the ωB97M-V functional and the def2-TZVPD basis.

Structure (ORCA input):
```
! wB97M-V def2-TZVPD RIJCOSX def2/J DEFGRID3
* xyz 0 1
C -2.22879 -7.41995 1.65159
C -1.28927 -6.23951 1.42490
N -2.02381 -5.04950 1.02708
C -1.24622 -4.16416 0.17258
C -1.20776 -4.66323 -1.26816
C -2.59396 -4.34278 2.16464
C -3.84736 -3.55035 1.75715
C -3.87282 -2.12778 2.32726
N -2.79250 -1.32429 1.81259
C -2.93473 -0.51201 0.75228
O -4.00749 -0.23482 0.23622
C -1.65376 0.06816 0.24087
C -1.76878 0.98173 -0.76253
N -0.74846 1.61012 -1.36957
C -1.04402 2.58448 -2.40590
C -0.84779 1.99479 -3.80035
C 0.54169 1.30978 -0.98982
C 1.64219 1.96742 -1.54752
C 2.94003 1.77577 -1.08732
N 4.03369 2.52422 -1.51859
C 3.86094 3.50160 -2.57609
C 3.39470 4.86599 -1.99371
N 2.94009 4.64810 -0.63445
C 1.60321 4.59155 -0.41314
O 0.81574 5.02078 -1.25163
C 1.04390 3.95711 0.78941
C -0.29397 3.91615 1.10530
C -0.42088 3.04900 2.20785
C 0.83969 2.61327 2.48445
O 1.72925 3.15416 1.64189
C 4.01406 4.23360 0.23909
C 4.83847 3.12328 -0.46668
C 3.11793 0.74900 -0.13555
F 4.36725 0.40737 0.26687
C 2.06487 0.07264 0.40939
C 0.75110 0.36465 0.03109
C -0.34563 -0.30318 0.73111
O -0.12926 -1.08973 1.65895
H -1.65435 -8.31722 1.86964
H -2.90499 -7.23452 2.48185
H -2.82367 -7.58770 0.75821
H -0.68532 -6.05927 2.33170
H -0.59962 -6.50077 0.62075
H -1.72409 -3.18345 0.17746
H -0.21975 -4.02922 0.55493
H -0.70049 -3.93495 -1.89693
H -0.68273 -5.61140 -1.35089
H -2.22157 -4.80106 -1.63437
H -1.84637 -3.66986 2.61816
H -2.86385 -5.07874 2.92300
H -4.74464 -4.07489 2.08632
H -3.88835 -3.48836 0.66951
H -4.80532 -1.63608 2.03896
H -3.80052 -2.15544 3.41866
H -1.83786 -1.53198 2.10126
H -2.76792 1.23141 -1.09559
H -0.43086 3.47688 -2.25556
H -2.08699 2.88380 -2.28778
H -1.52031 1.15270 -3.94838
H 0.17149 1.64439 -3.94199
H -1.06503 2.74941 -4.55100
H 1.46507 2.70830 -2.30475
H 4.83306 3.62006 -3.06469
H 3.16547 3.11964 -3.32118
H 2.56815 5.28740 -2.56548
H 4.21871 5.58387 -1.97612
H -1.07096 4.44962 0.59834
H -1.32243 2.77711 2.71583
H 1.21766 1.93592 3.22438
H 3.61118 3.87350 1.18073
H 4.65238 5.10225 0.44425
H 5.72808 3.54323 -0.94152
H 5.16656 2.38004 0.25393
H 2.22863 -0.68808 1.15677
*
```

Values from the calculation:
Relative energy (zero: lowest compared OMol25 entry of this formula, charge and spin) (eV): 0.0501
Maximum force (eV Å⁻¹): 1.3
Structure (SMILES): CCN(CC)CCCNC(=O)c1cn(CC)c2cc(N3CCN(C(=O)c4ccco4)CC3)c(F)cc2c1=O

Q: Look up the maximum force of the third one.
A: 1.7 eV Å⁻¹